{"formula": "C14H24N2O6S", "method": "the ωB97M-V functional and the def2-TZVPD basis", "species": ["S", "O", "O", "O", "O", "O", "O", "N", "N", "C", "C", "C", "C", "C", "C", "C", "C", "C", "C", "C", "C", "C", "C", "H", "H", "H", "H", "H", "H", "H", "H", "H", "H", "H", "H", "H", "H", "H", "H", "H", "H", "H", "H", "H", "H", "H", "H"], "coordinates": [[-1.18540, -2.96821, -0.23897], [-4.79472, 0.66966, -1.12087], [-4.53502, 0.91929, 1.12211], [0.53427, 1.73556, 1.29587], [-0.11889, 2.38928, -0.77299], [4.06562, 0.57309, 1.02559], [3.30668, 1.01661, -1.03754], [-0.99753, 0.55894, 0.09844], [-3.35340, -0.62291, -0.05065], [-0.12664, 1.57695, 0.29773], [-5.78325, 1.69067, -1.14679], [-2.55690, -1.10247, 1.04887], [3.21310, -1.95975, -1.35908], [-1.09452, -0.55928, 0.99441], [4.22822, -1.16503, -0.53377], [3.73661, 1.89284, 1.45406], [1.05737, -1.28092, -0.21349], [0.86178, 3.42068, -0.76374], [2.00581, -2.42745, -0.54613], [3.79173, 0.25443, -0.23952], [-4.25459, 0.37908, 0.08439], [-0.14183, -1.72263, 0.60633], [-2.48268, -2.62370, 0.98385], [-3.20040, -1.02216, -0.96450], [2.87691, -1.33998, -2.19209], [-3.41855, -3.06846, 0.65594], [4.44437, -1.66456, 0.41083], [-0.79155, -0.17940, 1.97546], [4.09217, 2.62384, 0.72547], [-5.84767, 2.16587, -0.16636], [0.72513, -0.82107, -1.14595], [-6.74405, 1.24479, -1.40764], [-1.43337, 0.50037, -0.80816], [1.45491, -3.17483, -1.12271], [-3.05678, -0.75770, 1.95891], [-5.49408, 2.42020, -1.90274], [2.34784, -2.90496, 0.37507], [1.58292, -0.52244, 0.36868], [5.15948, -1.08487, -1.10083], [0.56576, 4.12556, -1.53636], [4.23350, 2.03166, 2.41049], [1.84017, 2.99196, -0.99189], [0.89164, 3.90873, 0.21200], [0.20597, -2.21343, 1.52101], [3.71765, -2.83597, -1.77024], [2.65485, 1.98772, 1.56852], [-2.18265, -3.05563, 1.93897]], "lowdin_charge": [0.919, -0.032, 0.099, 0.082, -0.018, -0.033, 0.102, 0.120, 0.090, -0.575, -0.048, -0.305, -0.187, -0.244, -0.088, -0.034, -0.220, -0.041, -0.205, -0.526, -0.577, -0.500, -0.398, 0.139, 0.117, 0.084, 0.123, 0.159, 0.096, 0.088, 0.129, 0.092, 0.153, 0.094, 0.154, 0.091, 0.121, 0.110, 0.129, 0.092, 0.094, 0.077, 0.095, 0.118, 0.111, 0.068, 0.085], "lumo_energy_ev": 0.650, "de_lowest_kcal_mol": 3.8, "spin_multiplicity": 1, "total_energy_ev": -41009.870, "orbital_gap_ev": 9.6, "smiles": "COC(=O)CCCC[C@@H]1SC[C@H](NC(=O)OC)[C@@H]1NC(=O)OC", "homo_energy_ev": -8.93}